1.
ORCA calculation (ωB97M-V/def2-TZVPD) on a 6-piece molecular cluster, C45H47BCl2F3O19PS overall.

The structure (SMILES) is CC[C@H](Cl)[C@]1(CP(=O)(O)O)[C@@H](B(O)O)[C@](CCO)(C(F)(F)F)S(=O)(=O)O[C@]1(C)C[C@@H](C)Cl.O=C1C=CC(=O)C=C1.O=C1C=CC(=O)C=C1.O=C1C=CC(=O)C=C1.O=C1C=CC(=O)C=C1.O=C1C=CC(=O)C=C1. The HOMO energy is -10.0 eV. As for the total energy: -140314.3853 eV.

Geometry as XYZ:
```
119
C45H47BCl2F3O19PS, DFT ωB97M-V/def2-TZVPD
C 1.931 0.914 3.018
C 1.598 -0.095 1.724
C 2.318 0.350 0.329
Cl 2.678 2.161 0.606
C 1.738 -0.146 -1.108
C 2.990 -1.143 -1.623
P 4.688 -0.312 -1.911
O 5.823 -0.855 -0.906
O 5.235 -0.754 -3.525
O 4.723 1.414 -1.805
C 1.305 0.980 -2.226
B 1.981 0.798 -3.755
O 2.645 1.943 -4.484
O 1.947 -0.430 -4.569
C -0.222 1.571 -2.222
C -1.177 1.358 -3.521
C -2.457 0.307 -3.395
O -3.748 1.063 -3.265
C -0.220 3.252 -2.142
F 0.643 3.868 -1.140
F -1.596 3.788 -1.808
F 0.278 3.797 -3.464
S -0.988 1.039 -0.573
O -2.549 1.298 -0.488
O -0.545 1.904 0.647
O -0.781 -0.611 -0.470
C 0.433 -1.188 -1.019
C 0.008 -1.881 -2.452
C 0.699 -2.575 -0.138
C -0.542 -2.921 0.918
C -1.870 -3.557 0.182
Cl 0.142 -4.334 1.977
H 1.269 1.877 3.033
H 3.076 1.087 3.183
H 1.574 0.276 3.965
H 2.034 -1.143 2.103
H 0.449 -0.217 1.731
H 3.413 -0.095 0.555
H 3.284 -1.913 -0.754
H 2.735 -1.811 -2.533
H 5.458 0.073 -4.061
H 4.802 1.835 -2.711
H 1.970 1.936 -1.941
H 2.190 2.072 -5.368
H 2.886 -0.534 -4.916
H -0.692 1.019 -4.528
H -1.763 2.347 -3.869
H -2.595 -0.316 -4.405
H -2.375 -0.477 -2.545
H -4.515 0.466 -3.581
H -0.181 -1.195 -3.346
H 0.775 -2.721 -2.816
H -1.006 -2.474 -2.238
H 1.664 -2.566 0.510
H 0.785 -3.552 -0.808
H -0.763 -2.065 1.683
H -2.517 -2.654 -0.206
H -1.516 -4.157 -0.787
H -2.529 -4.242 0.897
O 4.424 -7.901 -4.757
C 3.532 -7.125 -4.443
C 3.798 -5.686 -4.255
C 2.823 -4.839 -3.909
C 1.438 -5.307 -3.702
O 0.546 -4.531 -3.388
C 1.172 -6.747 -3.890
C 2.147 -7.593 -4.235
H 4.819 -5.358 -4.411
H 3.002 -3.780 -3.767
H 0.151 -7.074 -3.734
H 1.968 -8.652 -4.378
O 1.382 3.056 5.136
C 0.785 4.119 5.243
C 0.105 4.494 6.498
C -0.548 5.655 6.613
C -0.616 6.612 5.491
O -1.212 7.675 5.598
C 0.065 6.237 4.236
C 0.718 5.077 4.121
H 0.164 3.782 7.312
H -1.053 5.945 7.526
H 0.006 6.950 3.422
H 1.223 4.787 3.208
O -2.377 7.009 8.884
C -3.453 7.442 8.495
C -4.727 6.877 8.980
C -5.903 7.349 8.553
C -5.977 8.458 7.581
O -7.053 8.891 7.193
C -4.703 9.023 7.096
C -3.527 8.551 7.523
H -4.656 6.065 9.694
H -6.847 6.945 8.898
H -4.774 9.835 6.383
H -2.583 8.955 7.178
O -3.709 1.757 -10.106
C -2.717 1.618 -9.405
C -2.036 0.313 -9.290
C -0.953 0.161 -8.522
C -0.390 1.292 -7.757
O 0.603 1.153 -7.056
C -1.070 2.597 -7.872
C -2.154 2.748 -8.641
H -2.461 -0.506 -9.857
H -0.442 -0.789 -8.425
H -0.646 3.416 -7.305
H -2.665 3.699 -8.737
O 2.285 -8.817 6.457
C 1.209 -8.384 6.069
C -0.066 -8.949 6.553
C -1.241 -8.477 6.127
C -1.315 -7.368 5.154
O -2.392 -6.935 4.766
C -0.041 -6.803 4.670
C 1.134 -7.275 5.096
H 0.006 -9.761 7.267
H -2.185 -8.881 6.472
H -0.112 -5.991 3.956
H 2.078 -6.871 4.751
```



2.
ORCA calculation (ωB97M-V/def2-TZVPD) on C45H47BMnN6O3PSSi as an isolated structure.

As for the spin multiplicity: 4. As for the expectation value of S²: 3.7679. Its charge is +1. As for the energy above the lowest of the compared OMol25 structures with the same formula, charge and spin: 0.5326 eV. The HOMO energy (spin up / spin down) is -10.5 / -10.6 eV. As for the total energy: -122507.9406 eV.

Geometry as XYZ:
```
106
C45H47BMnN6O3PSSi, DFT ωB97M-V/def2-TZVPD
Mn -0.338 0.157 -0.319
C -0.055 -0.717 3.324
C -0.227 0.708 2.918
C -0.308 1.827 3.753
C -0.355 2.917 2.905
C -0.445 4.366 3.248
N -0.320 2.455 1.641
N -0.248 1.100 1.647
B 0.041 3.234 0.348
N -1.063 2.885 -0.680
N -1.595 1.639 -0.672
C -2.761 1.682 -1.327
C -3.651 0.496 -1.489
C -2.982 2.992 -1.757
C -1.884 3.724 -1.333
C -1.557 5.157 -1.579
N 1.439 2.716 -0.067
N 1.634 1.383 -0.196
C 2.940 1.158 -0.118
C 3.496 -0.227 -0.146
C 3.615 2.376 0.042
C 2.628 3.341 0.070
C 2.777 4.816 0.225
H 0.798 -0.801 3.998
H 0.130 -1.350 2.457
H -0.931 -1.089 3.856
H -0.316 1.831 4.830
H -0.698 4.477 4.299
H -1.208 4.858 2.647
H 0.506 4.871 3.068
H 0.068 4.405 0.545
H -3.961 0.110 -0.516
H -3.150 -0.305 -2.029
H -4.541 0.780 -2.046
H -3.840 3.356 -2.297
H -2.225 5.554 -2.340
H -0.526 5.253 -1.924
H -1.667 5.758 -0.675
H 2.692 -0.956 -0.041
H 4.194 -0.361 0.680
H 4.036 -0.440 -1.073
H 4.678 2.533 0.127
H 3.833 5.078 0.217
H 2.346 5.158 1.167
H 2.276 5.349 -0.584
O -0.256 -3.578 -1.917
S -0.042 -2.201 -1.613
O 0.015 -2.071 -0.047
O -1.054 -1.233 -1.998
C 1.494 -1.806 -2.407
C 2.414 -2.849 -2.438
C 3.477 -2.792 -3.315
C 3.557 -1.734 -4.213
C 2.637 -0.699 -4.171
C 1.607 -0.681 -3.230
P 0.515 0.804 -3.010
C 1.647 2.148 -3.591
C 2.975 2.192 -3.163
C 3.803 3.250 -3.503
C 3.315 4.305 -4.259
C 1.996 4.282 -4.680
C 1.171 3.216 -4.350
C -0.642 0.596 -4.419
C -1.642 1.552 -4.606
C -2.561 1.422 -5.636
C -2.528 0.309 -6.463
C -1.567 -0.668 -6.257
C -0.625 -0.523 -5.248
H 2.268 -3.709 -1.797
H 4.215 -3.582 -3.327
H 4.344 -1.720 -4.956
H 2.720 0.119 -4.872
H 3.381 1.385 -2.575
H 4.834 3.246 -3.172
H 3.960 5.132 -4.525
H 1.600 5.093 -5.278
H 0.159 3.209 -4.725
H -1.722 2.389 -3.927
H -3.309 2.190 -5.789
H -3.254 0.192 -7.256
H -1.543 -1.551 -6.882
H 0.123 -1.293 -5.114
C -5.687 -3.992 -1.079
C -5.532 -3.290 0.106
C -4.270 -2.910 0.529
C -3.123 -3.235 -0.206
C -3.298 -3.960 -1.389
C -4.565 -4.324 -1.821
Si -1.534 -2.715 0.663
C -0.807 -4.041 1.748
C -0.107 -5.123 1.209
C 0.418 -6.101 2.038
C 0.266 -6.004 3.415
C -0.431 -4.937 3.963
C -0.974 -3.969 3.133
H -6.674 -4.279 -1.418
H -6.397 -3.032 0.703
H -4.176 -2.352 1.457
H -2.457 -4.258 -1.983
H -4.667 -4.876 -2.747
H -1.887 -1.450 1.353
H 0.020 -5.201 0.135
H 0.942 -6.945 1.609
H 0.684 -6.764 4.061
H -0.550 -4.859 5.036
H -1.541 -3.148 3.557
```



3.
ORCA calculation (ωB97M-V/def2-TZVPD) on C45H48BaN9O4S2 as an isolated structure.

Its charge is +1. As for the energy above the lowest of the compared OMol25 structures with the same formula, charge and spin: 2.6777 eV. The HOMO energy is -9.7 eV. As for the total energy: -91406.0371 eV.

Geometry as XYZ:
```
109
C45H48BaN9O4S2, DFT ωB97M-V/def2-TZVPD
Ba -0.987 -0.393 -1.084
C 6.170 -0.353 2.818
C 4.913 -0.786 2.130
C 4.395 -2.030 2.247
C 3.210 -2.429 1.533
C 2.694 -3.702 1.414
N 2.908 -4.800 2.143
C 3.397 -4.869 3.511
C 2.516 -5.737 4.402
C 1.099 -5.228 4.632
N 0.259 -5.382 3.449
C -0.447 -4.438 2.833
C -0.854 -3.198 3.293
C -0.998 -2.820 4.672
C -1.412 -1.586 5.052
C -1.653 -1.216 6.483
C -1.627 -0.604 4.028
C -1.519 -0.896 2.711
C -1.624 -0.001 1.563
N -1.062 1.094 1.259
C -0.410 1.874 2.304
C 0.504 2.943 1.727
C 1.833 2.420 1.217
N 1.739 1.824 -0.109
C 2.368 0.748 -0.350
C 3.129 -0.125 0.580
C 4.248 0.168 1.276
C 2.517 -1.446 0.709
O 1.422 -1.667 0.165
C -1.209 -2.256 2.248
O -1.165 -2.510 1.028
H 6.616 -1.171 3.383
H 6.911 0.000 2.100
H 5.981 0.464 3.517
H 4.932 -2.760 2.839
H 1.999 -3.846 0.591
H 2.540 -5.653 1.756
H 4.422 -5.252 3.532
H 3.420 -3.850 3.895
H 2.501 -6.773 4.046
H 3.008 -5.774 5.378
H 0.644 -5.754 5.475
H 1.128 -4.169 4.880
H 0.358 -6.250 2.948
H -0.708 -4.667 1.804
H -0.848 -3.569 5.438
H -1.409 -2.046 7.146
H -1.043 -0.361 6.782
H -2.695 -0.944 6.658
H -1.895 0.401 4.331
H -2.152 -0.501 0.754
H -1.208 2.356 2.875
H 0.137 1.223 3.001
H -0.022 3.469 0.926
H 0.704 3.681 2.507
H 2.539 3.252 1.137
H 2.249 1.722 1.953
H 2.272 0.340 -1.357
H 4.690 1.156 1.194
C -3.968 7.227 -1.146
C -4.082 5.734 -1.068
C -3.037 4.960 -0.563
C -3.147 3.586 -0.462
C -4.316 2.956 -0.869
C -5.374 3.705 -1.358
C -5.245 5.084 -1.463
S -4.486 1.201 -0.657
O -4.238 0.945 0.743
O -5.772 0.838 -1.198
N -3.266 0.544 -1.449
C -3.455 0.128 -2.810
C -4.493 0.497 -3.673
C -4.505 -0.044 -4.944
C -3.511 -0.922 -5.355
C -2.502 -1.199 -4.455
N -2.470 -0.673 -3.233
H -2.926 7.544 -1.195
H -4.414 7.700 -0.268
H -4.483 7.620 -2.022
H -2.129 5.450 -0.226
H -2.339 3.000 -0.033
H -6.286 3.207 -1.657
H -6.074 5.662 -1.855
H -5.279 1.155 -3.357
H -5.308 0.222 -5.620
H -3.508 -1.369 -6.338
H -1.666 -1.843 -4.705
C 2.246 -2.590 -5.958
N 2.085 -1.171 -5.701
C 2.379 -0.154 -6.582
C 2.098 1.004 -5.956
N 1.627 0.689 -4.689
C 1.608 -0.674 -4.535
S 1.210 -1.617 -3.201
C 1.181 1.714 -3.793
C 1.984 2.844 -3.686
C 1.494 3.926 -2.976
C 0.234 3.833 -2.405
C -0.457 2.639 -2.535
N 0.002 1.580 -3.210
H 2.729 -2.705 -6.924
H 1.273 -3.078 -5.964
H 2.857 -3.032 -5.175
H 2.759 -0.346 -7.569
H 2.159 2.022 -6.292
H 2.958 2.863 -4.154
H 2.086 4.826 -2.878
H -0.216 4.652 -1.860
H -1.442 2.534 -2.094
```